No. 1
# C32H60N5O8

A cluster of 3 separate species, C32H60N5O8 in total at a distorted geometry (the ωB97M-V functional and the def2-TZVPD basis, OMol25).

Output
Highest occupied orbital energy: -11.90 eV
Kohn-Sham gap: 8.41 eV
Electronic energy: -2130.5324 Eh
Molecular weight: 642.86 g/mol
Net charge: +1
Spin multiplicity: 1

Last column: Löwdin charge in e.
Cartesian coordinates (Å):
C (-2.1789, -0.1568, 7.7039)  -0.1280
C (-2.2103, -0.2232, 6.0940)  -0.2631
C (-1.2274, -1.3723, 5.4889)  -0.2149
C (-1.3612, -1.2627, 3.8699)  -0.2246
C (-2.4721, -2.2476, 3.2672)  -0.2049
C (-2.6829, -2.0830, 1.6606)  -0.1871
C (-4.2714, -2.2037, 1.4071)  -0.2128
C (-4.6842, -2.3485, -0.1331)  -0.1973
C (-4.2543, -1.0973, -1.0548)  -0.2061
C (-4.6395, 0.3420, -0.4318)  -0.1789
C (-3.3485, 1.3032, -0.6203)  -0.2109
C (-3.2076, 1.8092, -2.1611)  -0.1671
C (-1.8639, 2.6582, -2.4183)  -0.1480
N (-0.5871, 1.9352, -2.0766)  0.0235
C (0.1718, 1.3366, -3.1797)  -0.1754
N (0.0786, 0.1509, -3.7682)  0.1206
C (-0.9483, -0.8465, -3.3382)  -0.1293
C (-0.1694, -2.0288, -2.5189)  -0.1340
C (-0.4276, -1.7759, -0.9456)  -0.2577
N (0.8802, -1.5925, -0.2009)  -0.0057
N (1.2625, 2.2390, -3.6536)  0.1302
C (1.7795, 2.7371, -2.3131)  -0.3687
C (2.6766, 1.6337, -1.5661)  -0.1554
C (3.2856, 2.0911, -0.1497)  -0.0943
C (2.7097, 3.9956, -2.6666)  -0.1049
C (3.8332, 3.7124, -3.7708)  -0.1775
N (5.0267, 3.3346, -3.3488)  0.0851
C (0.3243, 3.0905, -1.6851)  -0.2122
C (0.2538, 3.6401, -0.1763)  -0.0666
C (-0.0792, 2.5303, 0.9311)  -0.1648
O (-0.0520, 3.2268, 2.2310)  -0.0742
C (0.9849, 2.7153, 3.0609)  -0.2382
O (0.8082, 2.7494, 4.2982)  0.0559
H (-3.2726, -0.1157, 8.0571)  0.0714
H (-1.7293, 0.8682, 7.9916)  0.0759
H (-1.6012, -1.0309, 8.1728)  0.0771
H (-3.2550, -0.4742, 5.6751)  0.1046
H (-1.8554, 0.7593, 5.6038)  0.1006
H (-1.4602, -2.4147, 5.8892)  0.1125
H (-0.1361, -1.1025, 5.7634)  0.1116
H (-0.3433, -1.5531, 3.4329)  0.0977
H (-1.5938, -0.1470, 3.6670)  0.1028
H (-2.1329, -3.3225, 3.4637)  0.0956
H (-3.4974, -2.1430, 3.7914)  0.1178
H (-2.1918, -3.0184, 1.1854)  0.1010
H (-2.2179, -1.1215, 1.2472)  0.0891
H (-4.5983, -3.1822, 1.9300)  0.1115
H (-4.8114, -1.3573, 1.9649)  0.1104
H (-4.1357, -3.2738, -0.5639)  0.1113
H (-5.8121, -2.5593, -0.2802)  0.1202
H (-4.7851, -1.1826, -2.0781)  0.1161
H (-3.1141, -1.0947, -1.2264)  0.0641
H (-5.0224, 0.3009, 0.6400)  0.1048
H (-5.5003, 0.7943, -1.0604)  0.1181
H (-3.4993, 2.2186, 0.0597)  0.1197
H (-2.4152, 0.7654, -0.2428)  0.0627
H (-3.3955, 0.9760, -2.9195)  0.1031
H (-4.0807, 2.5576, -2.2961)  0.1314
H (-2.0018, 3.6458, -1.8372)  0.1434
H (-1.8522, 2.8950, -3.5522)  0.1480
H (0.7086, -0.1365, -4.5395)  0.1861
H (-1.8271, -0.4126, -2.7618)  0.0881
H (-1.3238, -1.3586, -4.3054)  0.1426
H (-0.5305, -3.0679, -2.8740)  0.1191
H (0.9549, -2.0011, -2.7784)  0.1142
H (-1.0327, -2.6659, -0.5567)  0.1047
H (-0.9886, -0.7756, -0.8107)  0.0776
H (0.9762, -0.6002, 0.0708)  0.0330
H (0.8339, -2.2053, 0.6245)  0.0685
H (1.9543, 1.6552, -4.1710)  0.1396
H (2.1510, 0.6135, -1.4388)  0.1038
H (3.5805, 1.4151, -2.2557)  0.1124
H (4.3947, 1.7764, -0.0565)  0.0998
H (2.7369, 1.4896, 0.6619)  0.0572
H (3.2696, 3.2172, 0.0395)  0.0752
H (2.0473, 4.8517, -3.0714)  0.1321
H (3.2362, 4.4090, -1.7444)  0.1162
H (3.6880, 3.8553, -4.8956)  0.1257
H (4.9999, 3.2829, -2.3081)  0.0487
H (0.0839, 4.0519, -2.2872)  0.1491
H (-0.5514, 4.4555, -0.1104)  0.1356
H (1.2895, 4.0819, 0.0720)  0.1231
H (0.5958, 1.6108, 0.9065)  0.1012
H (-1.1552, 2.1682, 0.8063)  0.1112
H (1.9246, 2.3280, 2.5417)  0.1417
C (8.5082, 1.6285, -4.0900)  -0.1439
C (8.3470, 3.1179, -4.0531)  -0.1554
O (9.6655, 3.5777, -3.7931)  0.0628
C (10.5197, 2.6039, -4.2143)  -0.5453
O (11.7055, 2.7347, -4.2954)  0.1657
O (9.8475, 1.4620, -4.5323)  0.0624
H (7.8097, 1.1501, -4.7782)  0.1312
H (8.4026, 1.1711, -3.1015)  0.1323
H (8.0125, 3.5264, -5.0112)  0.1338
H (7.6610, 3.4431, -3.2709)  0.1023
C (-1.7988, -7.6117, 2.9627)  -0.1303
C (-2.7224, -7.6103, 1.7823)  -0.1335
O (-3.7752, -6.7527, 2.2004)  0.0661
C (-3.2678, -5.9344, 3.1624)  -0.5394
O (-3.8399, -4.9823, 3.6108)  0.1419
O (-2.0263, -6.3366, 3.5483)  0.0617
H (-0.7529, -7.7258, 2.6743)  0.1363
H (-2.0526, -8.3860, 3.6923)  0.1388
H (-2.2567, -7.1882, 0.8866)  0.1326
H (-3.1018, -8.6060, 1.5484)  0.1381

No. 2
# C2H4N4

The molecule C2H4N4 at a distorted geometry (the ωB97M-V functional and the def2-TZVPD basis, OMol25).

Output
Highest occupied orbital energy (spin up / spin down): -8.94 / -9.00 eV
Energy relative to the best compared isomer or geometry (same formula, charge and spin): 94.9 kcal/mol
Kohn-Sham gap (spin up / spin down): 8.57 / 8.42 eV
Electronic energy: -297.4931 Eh
Molecular weight: 84.08 g/mol
Spin multiplicity: 1

Last column: natural (NBO) charge in e.
Cartesian coordinates (Å):
N (-1.4522, -1.2022, 0.2486)  -0.8118
C (-0.3097, -0.4110, 0.4430)  0.2443
N (0.1825, 0.1351, 1.4648)  -0.2657
N (1.5369, 1.3309, 0.3733)  -0.2851
N (1.2740, 0.8316, -0.7724)  -0.1376
C (0.4972, -0.1836, -0.8046)  -0.1028
H (-1.9709, -0.8903, -0.5703)  0.3890
H (-2.0741, -1.2973, 1.0426)  0.3914
H (1.6407, 2.3622, 0.2623)  0.3603
H (0.6372, -0.9697, -1.5288)  0.2180

No. 3
# C11H20NO3

A cluster of 2 separate species, C11H20NO3 in total at a distorted geometry (the ωB97M-V functional and the def2-TZVPD basis, OMol25).

Output
Highest occupied orbital energy (spin up / spin down): -12.92 / -12.92 eV
Energy relative to the best compared isomer or geometry (same formula, charge and spin): 127.6 kcal/mol
Kohn-Sham gap (spin up / spin down): 7.07 / 7.07 eV
Electronic energy: -711.1189 Eh
Molecular weight: 214.28 g/mol
Net charge: +1
Spin multiplicity: 1

Last column: natural (NBO) charge in e.
Cartesian coordinates (Å):
C (-1.5681, -1.2660, -1.0387)  -0.4302
C (-0.3653, -0.5624, -1.5143)  0.2227
C (-1.2325, -2.3887, -0.1171)  0.3078
C (-0.0115, -2.2782, 0.6624)  -0.4985
C (1.1869, -1.9623, -0.1802)  -0.4207
C (0.9440, -0.8562, -1.1602)  -0.1753
C (-4.0004, -0.6746, -0.6212)  -0.6600
C (3.7212, 1.5726, 1.9507)  -0.6399
C (1.9135, -0.0727, -1.6243)  -0.0009
C (-2.6690, -0.1380, -0.4469)  0.2121
C (2.1617, 1.6237, 1.8727)  -0.0840
N (-2.0213, -3.3500, -0.2432)  -0.6010
O (-2.3143, 0.2007, 0.8945)  -0.7171
O (1.5899, 2.2863, 0.6967)  -0.2582
O (2.4127, 2.0403, -0.4035)  -0.4820
H (-2.1745, -1.6975, -1.9200)  0.3256
H (-0.2705, 0.0797, -2.3350)  0.2137
H (-0.2762, -1.5967, 1.4805)  0.2498
H (0.2574, -3.2178, 1.1372)  0.2449
H (2.0272, -1.5718, 0.4788)  0.2327
H (1.4765, -2.8331, -0.7436)  0.2423
H (-2.7215, -0.3608, 1.6209)  0.4901
H (-4.0477, -1.5888, -0.0295)  0.2380
H (-4.7827, -0.0181, -0.2405)  0.2482
H (-4.1473, -0.8028, -1.6730)  0.2316
H (4.0848, 0.9094, 1.2687)  0.2056
H (4.0569, 2.6904, 1.8310)  0.2162
H (3.9344, 1.3028, 2.9881)  0.2429
H (2.9124, -0.1923, -1.3218)  0.2183
H (1.7270, 0.6980, -2.3484)  0.2222
H (-2.2269, 0.6163, -1.0377)  0.1898
H (3.2628, 2.5724, -0.2946)  0.4798
H (1.8417, 2.2773, 2.6316)  0.2095
H (1.7101, 0.6011, 1.8044)  0.1629
H (-1.9573, -4.1760, 0.2375)  0.3612

No. 4
# H4O2

A cluster of 2 separate species, H4O2 in total at a distorted geometry (the ωB97M-V functional and the def2-TZVPD basis, OMol25).

Output
Highest occupied orbital energy: -10.83 eV
Energy relative to the best compared isomer or geometry (same formula, charge and spin): 4.4 kcal/mol
Kohn-Sham gap: 11.43 eV
Electronic energy: -152.8679 Eh
Molecular weight: 36.03 g/mol
Structure (SMILES): O.O
Spin multiplicity: 1

Last column: natural (NBO) charge in e.
Cartesian coordinates (Å):
O (-1.1870, -0.1855, -0.2714)  -0.9419
H (-1.2379, -0.8076, 0.5184)  0.4922
H (-1.4863, 0.6951, 0.0272)  0.4815
O (1.4903, -0.2581, -0.2057)  -0.9641
H (1.8803, 0.5362, 0.1784)  0.4525
H (0.5406, 0.0199, -0.2469)  0.4798

No. 5
# C5H9NO

The molecule C5H9NO (the ωB97M-V functional and the def2-TZVPD basis, OMol25).

Output
Highest occupied orbital energy: -9.21 eV
Energy relative to the best compared isomer or geometry (same formula, charge and spin): 70.5 kcal/mol
Kohn-Sham gap: 10.32 eV
Electronic energy: -325.8252 Eh
Molecular weight: 99.13 g/mol
Structure (SMILES): C[C@H]1N[C@H]1[C@H]1CO1
Spin multiplicity: 1

Last column: natural (NBO) charge in e.
Cartesian coordinates (Å):
C (-1.9178, -0.5019, -0.0222)  -0.6411
C (-1.1833, 0.6551, 0.6218)  -0.0577
N (-0.0986, 0.4530, 1.5830)  -0.5812
C (0.2235, 1.0345, 0.2828)  -0.1185
C (1.0044, 0.2604, -0.7495)  0.0440
C (2.1789, -0.5996, -0.5440)  -0.1080
O (0.8782, -1.1530, -0.6683)  -0.5053
H (-2.4626, -0.1547, -0.9073)  0.2139
H (-2.6514, -0.9288, 0.6721)  0.2127
H (-1.2386, -1.2964, -0.3318)  0.2367
H (-1.8484, 1.4689, 0.9182)  0.1923
H (0.1675, -0.5308, 1.5811)  0.3533
H (0.4659, 2.0973, 0.3212)  0.2041
H (1.0089, 0.6892, -1.7517)  0.1850
H (2.7872, -0.8333, -1.4207)  0.1831
H (2.6862, -0.6598, 0.4153)  0.1867

No. 6
# C16H26ClN3O4Re

A structure of composition C16H26ClN3O4Re (the ωB97M-V functional and the def2-TZVPD basis, OMol25).

Output
Highest occupied orbital energy (spin up / spin down): -15.28 / -15.27 eV
Energy relative to the best compared isomer or geometry (same formula, charge and spin): 29.2 kcal/mol
Kohn-Sham gap (spin up / spin down): 7.52 / 7.55 eV
Electronic energy: -1628.4639 Eh
Molecular weight: 546.06 g/mol
Net charge: +2
Spin multiplicity: 2

Last column: natural (NBO) charge in e.
Cartesian coordinates (Å):
Re (-0.9056, -0.3167, 1.0002)  1.6894
N (-0.4372, 0.5346, -0.9474)  -0.8186
C (-0.6931, 2.0009, -0.7511)  -0.2636
C (-0.0798, 2.5216, 0.5552)  -0.2439
N (-0.0079, 1.4216, 1.5988)  -0.5924
C (-0.2999, 1.7449, 3.0561)  -0.2442
C (-1.4918, 0.9446, 3.5660)  -0.2557
N (-1.4190, -0.4786, 3.1099)  -0.7981
H (0.5313, 0.3594, -1.2419)  0.4456
H (-1.0153, 0.2102, -1.7203)  0.4287
H (-1.7756, 2.1237, -0.7169)  0.2419
H (-0.3142, 2.5822, -1.5901)  0.2495
H (-0.6903, 3.3307, 0.9494)  0.2495
H (0.9298, 2.9007, 0.4071)  0.2364
H (0.9685, 1.1098, 1.5756)  0.4449
H (-0.4830, 2.8119, 3.1640)  0.2528
H (0.5984, 1.5002, 3.6227)  0.2345
H (-2.4137, 1.3652, 3.1604)  0.2239
H (-1.5412, 1.0189, 4.6519)  0.2559
H (-2.2956, -0.9556, 3.3264)  0.4462
H (-0.6923, -0.9975, 3.6032)  0.4231
C (2.7264, 0.3556, -4.3610)  -0.6459
C (2.3147, -0.3756, -3.1123)  0.0469
C (2.8838, -0.0556, -1.8833)  -0.2482
C (2.5661, -0.7534, -0.7211)  -0.0015
C (3.2604, -0.4063, 0.5754)  -0.6607
C (1.6333, -1.7892, -0.8225)  -0.1959
C (1.0406, -2.1501, -2.0379)  0.0339
C (0.0697, -3.3004, -2.1313)  -0.6520
C (1.3917, -1.4189, -3.1666)  -0.2291
C (1.1917, -2.5087, 0.3897)  0.8115
O (1.3309, -3.5852, 0.8023)  -0.3878
O (0.3793, -1.5648, 1.2802)  -0.6854
H (2.9842, 1.3935, -4.1546)  0.2303
H (1.9453, 0.3298, -5.1187)  0.2350
H (3.6114, -0.1194, -4.7887)  0.2572
H (3.6212, 0.7399, -1.8340)  0.2349
H (3.3594, 0.6764, 0.6922)  0.2199
H (4.2755, -0.8058, 0.5781)  0.2746
H (2.7622, -0.8195, 1.4547)  0.2132
H (-0.6455, -3.3161, -1.3054)  0.2110
H (0.6004, -4.2532, -2.1055)  0.2639
H (-0.4934, -3.2605, -3.0612)  0.2434
H (0.9467, -1.6813, -4.1199)  0.2385
Cl (-3.9687, 2.3897, 0.9793)  -0.0353
C (-4.8018, 0.8266, 1.1884)  -0.4894
C (-3.8392, -0.3250, 1.3555)  0.7779
O (-4.0247, -1.2312, 2.1066)  -0.5179
O (-2.7365, -0.2536, 0.5502)  -0.6991
H (-5.4321, 0.6450, 0.3186)  0.2778
H (-5.4254, 0.8845, 2.0739)  0.2727